[1]
Entry from the OMol25 dataset: a structure of composition C34H24AlF3NO5S2Sb (ωB97M-V with the def2-TZVPD basis set).

Last column: Löwdin charge in e.
Element x y z (Å)
Al 0.811 1.988 1.201  -0.082
O 0.701 5.174 1.746  -0.259
S -0.096 4.049 2.114  0.461
O -1.262 4.255 2.909  -0.266
O 0.809 2.922 2.734  -0.239
O -0.455 3.198 0.824  -0.301
C 3.199 -0.890 1.560  -0.183
S 1.855 -0.619 0.425  1.067
O 0.829 0.172 1.319  -0.438
C 1.107 -2.218 0.390  -0.397
C 1.306 -2.979 -0.751  -0.079
C 0.787 -4.264 -0.793  -0.066
C 0.060 -4.748 0.284  -0.057
C -0.167 -3.955 1.402  -0.053
C 0.359 -2.676 1.467  -0.059
H 2.788 -1.278 2.488  0.077
H 3.694 0.067 1.705  0.060
H 3.875 -1.608 1.099  0.077
H 1.854 -2.579 -1.593  0.116
H 0.933 -4.876 -1.671  0.116
H -0.354 -5.746 0.243  0.113
H -0.758 -4.330 2.226  0.113
H 0.168 -2.040 2.320  0.120
N 10.053 4.029 -1.651  0.159
C 8.969 3.772 -1.376  -0.183
C 7.612 3.447 -1.029  -0.230
C 7.082 2.217 -1.409  -0.024
C 5.780 1.903 -1.071  -0.024
C 4.997 2.809 -0.354  -0.234
C 5.536 4.042 0.017  -0.003
C 6.838 4.361 -0.318  -0.013
C 3.646 2.490 0.002  -0.062
C 2.476 2.301 0.270  0.034
H 7.690 1.520 -1.967  0.120
H 5.354 0.956 -1.376  0.114
H 4.922 4.743 0.565  0.129
H 7.259 5.315 -0.034  0.123
F -7.941 1.951 -1.674  0.059
C -6.655 1.608 -1.458  -0.280
C -5.727 2.605 -1.240  -0.005
C -4.406 2.237 -1.020  -0.120
C -4.029 0.898 -1.010  -0.384
C -4.996 -0.078 -1.239  -0.112
C -6.318 0.268 -1.465  -0.007
Sb -2.007 0.414 -0.558  1.589
C -1.796 -1.321 -1.798  -0.381
C -0.977 -1.087 -2.906  -0.151
C -0.728 -2.065 -3.858  -0.011
C -1.315 -3.301 -3.687  -0.288
F -1.077 -4.269 -4.595  0.060
C -2.132 -3.583 -2.611  -0.013
C -2.359 -2.589 -1.671  -0.118
C -2.429 -0.334 1.414  -0.364
C -2.933 -1.591 1.740  -0.121
C -3.163 -1.962 3.058  -0.014
C -2.898 -1.046 4.057  -0.277
F -3.113 -1.404 5.339  0.061
C -2.438 0.227 3.782  0.017
C -2.210 0.566 2.456  -0.125
H -6.037 3.639 -1.244  0.121
H -3.672 3.014 -0.841  0.101
H -4.726 -1.126 -1.253  0.087
H -7.082 -0.476 -1.646  0.119
H -0.513 -0.116 -3.041  0.088
H -0.099 -1.879 -4.717  0.121
H -2.576 -4.565 -2.518  0.123
H -2.998 -2.835 -0.835  0.077
H -3.171 -2.313 0.971  0.074
H -3.557 -2.936 3.314  0.119
H -2.275 0.936 4.581  0.130
H -1.900 1.591 2.254  0.081

- multiplicity = 1
- E_LUMO (eV) = -0.79
- HOMO-LUMO gap (hartree) = 0.3062
- energy (eV) = -90333.488
- molecular weight (g/mol) = 796.44

=====

[2]
Entry from the OMol25 dataset: a cluster of 2 separate species, C19H33F3IN4O in total in a non-equilibrium geometry (ωB97M-V with the def2-TZVPD basis set).

Last column: Löwdin charge in e.
Element x y z (Å)
C 0.924 0.440 1.414  -0.031
C 1.627 -0.977 1.434  -0.295
C 2.934 -1.057 0.593  -0.050
N 1.104 -1.897 2.203  0.066
C 0.365 -2.970 1.603  -0.374
C 1.099 -3.832 0.486  -0.613
I 2.931 -4.592 1.427  0.938
C 0.282 -5.156 0.080  -0.245
C -1.196 -4.710 -0.278  -0.139
C -1.761 -3.876 0.925  -0.249
C -3.325 -3.686 0.677  -0.127
C -4.072 -3.000 1.885  -0.117
C -5.209 -2.033 1.466  -0.160
F -5.967 -1.450 2.493  0.032
C -5.586 -1.697 0.145  -0.186
F -5.142 -0.567 -0.498  0.098
F -6.396 -2.580 -0.522  0.121
N -1.041 -2.568 1.139  -0.011
N -1.030 -1.897 -0.113  0.168
C -1.760 -0.867 -0.126  -0.190
O -2.288 0.139 0.112  0.262
H 1.730 1.202 1.601  0.088
H 0.115 0.520 2.187  0.090
H 0.539 0.649 0.372  0.083
H 2.802 -1.581 -0.401  0.090
H 3.381 -0.047 0.363  0.094
H 3.687 -1.682 1.154  0.051
H 0.171 -3.706 2.442  0.151
H 1.307 -3.254 -0.447  0.085
H 0.257 -5.881 0.946  0.103
H 0.788 -5.660 -0.781  0.115
H -1.179 -4.174 -1.260  0.125
H -1.877 -5.599 -0.416  0.137
H -1.709 -4.545 1.834  0.175
H -3.743 -4.725 0.565  0.138
H -3.451 -3.166 -0.310  0.119
H -4.557 -3.835 2.476  0.131
H -3.399 -2.467 2.617  0.125
H -1.486 -1.989 1.877  0.187
C 0.693 4.582 0.810  -0.087
C 1.806 5.000 -0.142  -0.267
N 2.261 3.934 -1.028  -0.198
C 3.499 4.260 -1.730  -0.252
C 3.470 5.422 -2.724  -0.084
C 1.236 3.292 -1.842  -0.260
C 0.420 4.178 -2.786  -0.080
H 0.984 3.712 1.403  0.060
H 0.471 5.399 1.500  0.078
H -0.232 4.349 0.277  0.065
H 2.650 5.319 0.478  0.121
H 1.478 5.884 -0.703  0.102
H 3.866 3.366 -2.244  0.110
H 4.262 4.481 -0.976  0.110
H 2.970 5.148 -3.653  0.056
H 4.493 5.701 -2.989  0.075
H 2.988 6.311 -2.314  0.070
H 0.537 2.778 -1.172  0.081
H 1.689 2.483 -2.423  0.112
H 0.098 5.108 -2.315  0.072
H -0.482 3.645 -3.101  0.072
H 0.974 4.421 -3.691  0.058

- multiplicity = 1
- E_LUMO (eV) = -4.07
- HOMO-LUMO gap (hartree) = 0.2235
- total charge = +1
- energy (eV) = -44483.773
- molecular weight (g/mol) = 517.40

=====

[3]
Entry from the OMol25 dataset: a structure of composition C2H5MgO3Sn in a non-equilibrium geometry (ωB97M-V with the def2-TZVPD basis set).

Last column: Löwdin charge in e.
Element x y z (Å)
O -0.176 -0.171 -1.554  -0.442
C -1.313 0.078 -0.780  -0.338
C -1.104 -0.159 0.732  -0.318
O 0.266 -0.052 0.997  -0.560
Mg 1.653 1.370 0.860  0.680
H -2.229 -0.438 -1.125  0.120
H -1.510 1.165 -0.904  0.112
H -1.453 -1.153 1.068  0.114
H -1.726 0.546 1.314  0.125
Sn 1.132 -0.991 -0.464  1.014
O 2.777 -0.106 0.077  -0.530
H 3.684 -0.088 -0.221  0.023

- multiplicity = 2
- E_LUMO (spin up / spin down) (eV) = 0.24 / -0.77
- energy relative to the best compared isomer or geometry (same formula, charge and spin) (kcal/mol) = 11.2
- HOMO-LUMO gap (spin up / spin down) (hartree) = 0.2418 / 0.2535
- energy (eV) = -19572.884
- expectation value of S² = 0.75
- molecular weight (g/mol) = 220.07

=====

[4]
Entry from the OMol25 dataset: an isolated molecule of C23H26N4O4S (ωB97M-V with the def2-TZVPD basis set).

Last column: Löwdin charge in e.
Element x y z (Å)
C 2.902 -0.377 -4.412  -0.088
H 3.931 -0.727 -4.457  0.072
H 2.280 -1.197 -4.061  0.072
C 2.807 0.811 -3.461  -0.196
H 3.383 1.647 -3.862  0.117
H 3.241 0.530 -2.502  0.104
C 1.370 1.295 -3.202  -0.541
N 0.571 0.199 -2.650  0.135
C 0.833 -0.440 -1.503  -0.413
O 1.810 -0.263 -0.803  0.060
C -0.295 -1.422 -1.107  -0.079
C 0.203 -2.665 -0.455  -0.238
C 1.385 -3.003 0.134  -0.005
C 1.225 -4.330 0.601  -0.042
C -0.040 -4.697 0.267  -0.110
O -0.670 -3.699 -0.374  0.056
H -0.590 -5.604 0.419  0.120
H 1.955 -4.920 1.115  0.102
H 2.252 -2.382 0.217  0.112
N -1.209 -0.690 -0.208  0.073
C -2.067 0.188 -0.767  -0.403
O -2.156 0.325 -1.978  0.054
C -2.881 1.061 0.182  -0.057
N -2.084 1.623 1.241  0.082
C -2.384 1.407 2.551  -0.535
O -3.388 0.809 2.893  0.039
C -1.409 1.915 3.515  -0.450
C -0.202 2.544 3.353  -0.118
C 0.444 2.799 4.575  -0.175
C -0.276 2.360 5.644  -0.393
S -1.752 1.627 5.186  1.087
H -0.018 2.427 6.682  0.063
H 1.400 3.283 4.655  0.103
H 0.224 2.814 2.403  0.109
H -1.243 2.116 0.991  0.138
H -3.341 1.849 -0.425  0.136
H -3.677 0.482 0.663  0.131
C -1.127 -0.979 1.178  -0.212
C -2.166 -1.631 1.830  0.003
C -2.022 -1.918 3.177  -0.042
C -0.844 -1.547 3.807  -0.155
N 0.159 -0.952 3.182  0.096
C 0.029 -0.682 1.899  -0.080
H 0.877 -0.214 1.417  0.119
H -0.689 -1.736 4.860  0.105
H -2.809 -2.413 3.722  0.110
H -3.062 -1.906 1.294  0.133
H -0.884 -1.692 -1.994  0.164
H -0.367 0.117 -3.021  0.120
C 1.392 2.458 -2.203  -0.026
H 1.867 2.141 -1.278  0.076
H 1.947 3.297 -2.612  0.086
H 0.375 2.782 -1.987  0.082
C 0.679 1.738 -4.490  -0.027
H 0.567 0.903 -5.176  0.081
H -0.310 2.134 -4.266  0.088
H 1.260 2.515 -4.979  0.092
H 2.593 -0.108 -5.419  0.065

- multiplicity = 1
- E_LUMO (eV) = 0.45
- energy relative to the best compared isomer or geometry (same formula, charge and spin) (kcal/mol) = 27.1
- HOMO-LUMO gap (hartree) = 0.3348
- SMILES = CCC(C)(C)NC(=O)[C@@H](c1ccco1)N(C(=O)CNC(=O)c1cccs1)c1cccnc1
- energy (eV) = -49259.602
- molecular weight (g/mol) = 454.55

=====

[5]
Entry from the OMol25 dataset: a structure of composition C27H30FN3O6SY in a non-equilibrium geometry (ωB97M-V with the def2-TZVPD basis set).

Last column: Löwdin charge in e.
Element x y z (Å)
Y 0.612 -0.605 0.704  1.308
O -2.209 -3.457 0.317  0.096
C -1.228 -2.750 0.292  -0.557
O -1.202 -1.449 0.267  -0.174
C 0.204 -3.411 0.298  -0.571
O 0.316 -4.616 0.270  0.079
O 1.181 -2.551 0.365  -0.188
C -0.843 3.918 0.420  -0.058
C -1.134 2.415 0.409  -0.384
C -2.311 2.071 1.330  -0.080
C -1.375 1.906 -1.000  -0.145
C -2.561 2.247 -1.636  -0.044
C -2.855 1.760 -2.893  -0.080
C -1.961 0.904 -3.511  -0.043
C -0.754 0.540 -2.922  -0.120
C 0.112 -0.431 -3.720  -0.359
C 1.362 0.232 -4.310  -0.052
C 0.473 -1.720 -2.975  -0.051
C -0.443 1.072 -1.650  -0.189
N 0.773 0.745 -0.990  -0.099
C 1.864 1.531 -1.185  -0.285
C 1.888 2.766 -1.867  -0.040
C 3.067 3.476 -2.026  -0.105
C 4.274 2.995 -1.536  -0.114
C 4.289 1.775 -0.869  -0.039
C 3.114 1.094 -0.714  -0.238
F 3.126 -0.118 -0.044  -0.014
H -0.695 4.275 1.442  0.078
H -1.680 4.470 -0.014  0.078
H 0.053 4.145 -0.163  0.064
H -0.247 1.904 0.802  0.072
H -3.185 2.685 1.099  0.073
H -2.036 2.242 2.371  0.062
H -2.580 1.020 1.222  0.077
H -3.272 2.891 -1.130  0.108
H -3.787 2.021 -3.378  0.097
H -2.212 0.486 -4.480  0.106
H -0.514 -0.731 -4.565  0.117
H 2.036 0.564 -3.525  0.062
H 1.090 1.098 -4.916  0.081
H 1.901 -0.481 -4.939  0.076
H 1.251 -1.544 -2.238  0.060
H 0.839 -2.467 -3.682  0.082
H -0.403 -2.131 -2.470  0.084
H 0.958 3.140 -2.276  0.113
H 3.041 4.422 -2.555  0.097
H 5.189 3.555 -1.666  0.090
H 5.206 1.357 -0.474  0.116
N 2.595 2.673 1.893  -0.032
N 2.298 1.316 2.249  -0.109
H 2.624 3.266 2.714  0.067
H 1.859 3.010 1.286  0.046
H 1.733 1.259 3.089  -0.024
H 3.178 0.861 2.450  0.075
O -2.142 -6.436 2.394  0.117
C -2.488 -5.744 3.496  -0.493
O -3.282 -6.198 4.280  0.097
C -1.868 -4.400 3.608  -0.155
C -0.535 -4.210 3.270  -0.031
C -0.004 -2.936 3.227  -0.134
C -0.816 -1.826 3.465  -0.677
S -0.208 -0.199 3.187  0.569
C -2.120 -2.029 3.924  -0.098
C -2.638 -3.308 3.998  -0.010
H -1.640 -5.875 1.780  0.100
H 0.087 -5.052 2.994  0.126
H 1.034 -2.788 2.969  0.099
H -2.733 -1.166 4.148  0.098
H -3.667 -3.477 4.290  0.120

- multiplicity = 1
- E_LUMO (eV) = 2.35
- energy relative to the best compared isomer or geometry (same formula, charge and spin) (kcal/mol) = 13.9
- HOMO-LUMO gap (hartree) = 0.2813
- total charge = -1
- energy (eV) = -59844.971
- molecular weight (g/mol) = 632.52

=====

[6]
Entry from the OMol25 dataset: a cluster of 3 separate species, CH3NO2S in total in a non-equilibrium geometry (ωB97M-V with the def2-TZVPD basis set).

Last column: Löwdin charge in e.
Element x y z (Å)
C -1.739 -0.826 -0.854  -0.555
N -2.543 -0.846 -0.011  0.216
O -1.255 -0.688 -1.926  0.085
O 1.741 0.030 -0.949  -0.108
S 0.459 -2.678 -0.006  0.291
H -2.553 -0.882 0.969  0.074
H 2.153 -0.813 -0.712  -0.041
H 1.774 0.150 -1.903  0.040

- multiplicity = 1
- E_LUMO (spin up / spin down) (eV) = -2.96 / -3.06
- energy relative to the best compared isomer or geometry (same formula, charge and spin) (kcal/mol) = 65.1
- HOMO-LUMO gap (spin up / spin down) (hartree) = 0.2710 / 0.2672
- energy (eV) = -17502.645
- molecular weight (g/mol) = 93.11

=====

What did the fifth record say?
Entry from the OMol25 dataset: a structure of composition C27H30FN3O6SY in a non-equilibrium geometry (ωB97M-V with the def2-TZVPD basis set).

Last column: Löwdin charge in e.
Element x y z (Å)
Y 0.612 -0.605 0.704  1.308
O -2.209 -3.457 0.317  0.096
C -1.228 -2.750 0.292  -0.557
O -1.202 -1.449 0.267  -0.174
C 0.204 -3.411 0.298  -0.571
O 0.316 -4.616 0.270  0.079
O 1.181 -2.551 0.365  -0.188
C -0.843 3.918 0.420  -0.058
C -1.134 2.415 0.409  -0.384
C -2.311 2.071 1.330  -0.080
C -1.375 1.906 -1.000  -0.145
C -2.561 2.247 -1.636  -0.044
C -2.855 1.760 -2.893  -0.080
C -1.961 0.904 -3.511  -0.043
C -0.754 0.540 -2.922  -0.120
C 0.112 -0.431 -3.720  -0.359
C 1.362 0.232 -4.310  -0.052
C 0.473 -1.720 -2.975  -0.051
C -0.443 1.072 -1.650  -0.189
N 0.773 0.745 -0.990  -0.099
C 1.864 1.531 -1.185  -0.285
C 1.888 2.766 -1.867  -0.040
C 3.067 3.476 -2.026  -0.105
C 4.274 2.995 -1.536  -0.114
C 4.289 1.775 -0.869  -0.039
C 3.114 1.094 -0.714  -0.238
F 3.126 -0.118 -0.044  -0.014
H -0.695 4.275 1.442  0.078
H -1.680 4.470 -0.014  0.078
H 0.053 4.145 -0.163  0.064
H -0.247 1.904 0.802  0.072
H -3.185 2.685 1.099  0.073
H -2.036 2.242 2.371  0.062
H -2.580 1.020 1.222  0.077
H -3.272 2.891 -1.130  0.108
H -3.787 2.021 -3.378  0.097
H -2.212 0.486 -4.480  0.106
H -0.514 -0.731 -4.565  0.117
H 2.036 0.564 -3.525  0.062
H 1.090 1.098 -4.916  0.081
H 1.901 -0.481 -4.939  0.076
H 1.251 -1.544 -2.238  0.060
H 0.839 -2.467 -3.682  0.082
H -0.403 -2.131 -2.470  0.084
H 0.958 3.140 -2.276  0.113
H 3.041 4.422 -2.555  0.097
H 5.189 3.555 -1.666  0.090
H 5.206 1.357 -0.474  0.116
N 2.595 2.673 1.893  -0.032
N 2.298 1.316 2.249  -0.109
H 2.624 3.266 2.714  0.067
H 1.859 3.010 1.286  0.046
H 1.733 1.259 3.089  -0.024
H 3.178 0.861 2.450  0.075
O -2.142 -6.436 2.394  0.117
C -2.488 -5.744 3.496  -0.493
O -3.282 -6.198 4.280  0.097
C -1.868 -4.400 3.608  -0.155
C -0.535 -4.210 3.270  -0.031
C -0.004 -2.936 3.227  -0.134
C -0.816 -1.826 3.465  -0.677
S -0.208 -0.199 3.187  0.569
C -2.120 -2.029 3.924  -0.098
C -2.638 -3.308 3.998  -0.010
H -1.640 -5.875 1.780  0.100
H 0.087 -5.052 2.994  0.126
H 1.034 -2.788 2.969  0.099
H -2.733 -1.166 4.148  0.098
H -3.667 -3.477 4.290  0.120

- multiplicity = 1
- E_LUMO (eV) = 2.35
- energy relative to the best compared isomer or geometry (same formula, charge and spin) (kcal/mol) = 13.9
- HOMO-LUMO gap (hartree) = 0.2813
- total charge = -1
- energy (eV) = -59844.971
- molecular weight (g/mol) = 632.52